No. 1
{"formula": "C36H109N9O14", "method": "ωB97M-V/def2-TZVPD", "energy_ev": -81168.05066, "charge": 0, "orbital_gap_ev": 8.6, "symbols": ["C", "C", "C", "O", "C", "N", "H", "H", "H", "H", "H", "H", "H", "H", "H", "H", "H", "C", "C", "C", "O", "C", "N", "H", "H", "H", "H", "H", "H", "H", "H", "H", "H", "H", "C", "C", "C", "O", "C", "N", "H", "H", "H", "H", "H", "H", "H", "H", "H", "H", "H", "C", "C", "C", "O", "C", "N", "H", "H", "H", "H", "H", "H", "H", "H", "H", "H", "H", "C", "C", "C", "O", "C", "N", "H", "H", "H", "H", "H", "H", "H", "H", "H", "H", "H", "C", "C", "C", "O", "C", "N", "H", "H", "H", "H", "H", "H", "H", "H", "H", "H", "H", "C", "C", "C", "O", "C", "N", "H", "H", "H", "H", "H", "H", "H", "H", "H", "H", "H", "C", "C", "C", "O", "C", "N", "H", "H", "H", "H", "H", "H", "H", "H", "H", "H", "H", "C", "C", "C", "O", "C", "N", "H", "H", "H", "H", "H", "H", "H", "H", "H", "H", "H", "O", "H", "H", "O", "H", "H", "O", "H", "H", "O", "H", "H", "O", "H", "H"], "coordinates": [[-6.827, 4.078, 0.655], [-6.534, 2.843, -0.056], [-7.056, 2.786, -1.519], [-6.393, 1.682, -2.248], [-6.873, 0.418, -1.820], [-5.080, 2.580, -0.068], [-7.851, 4.433, 0.545], [-6.134, 4.893, 0.438], [-6.636, 3.870, 1.710], [-6.858, 1.967, 0.509], [-6.746, 3.753, -1.916], [-8.142, 2.726, -1.594], [-7.302, 0.339, -0.821], [-5.964, -0.186, -1.854], [-7.553, 0.031, -2.579], [-4.605, 3.466, 0.036], [-4.987, 2.201, -1.002], [0.813, -2.150, 0.211], [1.175, -0.737, -0.397], [0.448, 0.518, 0.145], [-0.849, 0.555, -0.507], [-1.483, 1.797, -0.222], [2.575, -0.547, -0.206], [1.440, -2.885, -0.294], [-0.134, -2.423, -0.256], [0.905, -2.074, 1.293], [0.961, -0.779, -1.465], [0.981, 1.397, -0.223], [0.428, 0.529, 1.236], [-1.144, 2.311, 0.678], [-2.519, 1.523, -0.020], [-1.315, 2.522, -1.019], [2.811, -0.462, 0.774], [2.881, 0.311, -0.647], [4.780, 0.421, 2.542], [4.181, 1.706, 3.064], [5.247, 2.824, 3.211], [4.627, 3.973, 3.708], [5.650, 4.940, 3.984], [3.033, 1.982, 2.249], [5.024, 0.316, 1.485], [4.089, -0.395, 2.763], [5.642, 0.170, 3.162], [3.885, 1.572, 4.106], [5.790, 3.119, 2.310], [5.975, 2.409, 3.911], [6.437, 5.092, 3.244], [6.043, 4.599, 4.942], [5.178, 5.913, 4.121], [2.863, 2.929, 2.575], [2.188, 1.534, 2.582], [7.898, -4.005, 1.801], [6.845, -3.932, 0.718], [5.797, -2.821, 0.933], [5.229, -2.823, 2.242], [3.936, -3.428, 2.238], [7.371, -4.030, -0.626], [8.048, -5.078, 1.931], [7.529, -3.672, 2.771], [8.848, -3.499, 1.634], [6.318, -4.889, 0.778], [5.041, -2.695, 0.157], [6.426, -1.933, 0.831], [3.490, -3.207, 3.208], [4.012, -4.499, 2.047], [3.249, -2.991, 1.512], [8.005, -4.804, -0.767], [6.647, -4.195, -1.313], [-0.254, 1.421, -6.013], [-0.918, 0.037, -5.590], [-1.542, -0.726, -6.781], [-0.518, -0.796, -7.769], [-0.938, -1.591, -8.859], [0.057, -0.870, -4.924], [0.577, 1.340, -6.714], [0.165, 1.879, -5.118], [-1.013, 2.006, -6.532], [-1.796, 0.190, -4.962], [-2.451, -0.252, -7.157], [-1.748, -1.748, -6.456], [-0.108, -1.637, -9.565], [-1.831, -1.378, -9.450], [-1.036, -2.598, -8.448], [0.273, -0.430, -4.040], [0.907, -0.897, -5.470], [-0.499, 1.797, 5.203], [-1.964, 2.143, 4.908], [-2.077, 2.957, 3.510], [-2.487, 4.342, 3.782], [-1.857, 5.202, 2.849], [-2.704, 0.896, 4.998], [-0.350, 1.335, 6.179], [0.126, 2.693, 5.237], [0.029, 1.264, 4.411], [-2.348, 2.943, 5.543], [-2.868, 2.467, 2.940], [-1.212, 2.797, 2.866], [-1.956, 4.930, 1.795], [-0.767, 5.198, 2.920], [-2.224, 6.219, 2.982], [-3.521, 1.091, 5.562], [-3.097, 0.797, 4.068], [-3.641, 5.194, -5.930], [-3.462, 3.963, -5.081], [-2.371, 4.113, -4.056], [-1.096, 4.215, -4.668], [0.050, 4.129, -3.755], [-4.741, 3.603, -4.438], [-4.505, 5.034, -6.574], [-2.679, 5.318, -6.425], [-3.908, 5.953, -5.194], [-3.122, 3.176, -5.759], [-2.329, 3.206, -3.447], [-2.567, 4.952, -3.385], [0.179, 5.109, -3.290], [0.959, 4.031, -4.346], [-0.091, 3.431, -2.930], [-4.661, 2.658, -4.083], [-5.411, 3.428, -5.177], [-5.058, -1.514, 3.358], [-5.572, -0.200, 2.742], [-6.409, 0.781, 3.663], [-7.658, 0.267, 4.033], [-8.558, 0.388, 2.964], [-4.382, 0.392, 2.266], [-5.857, -2.110, 3.802], [-4.270, -1.432, 4.107], [-4.675, -2.124, 2.540], [-6.239, -0.397, 1.899], [-6.549, 1.742, 3.162], [-5.788, 1.091, 4.505], [-9.583, 0.436, 3.334], [-8.569, -0.496, 2.324], [-8.433, 1.259, 2.318], [-4.077, -0.319, 1.610], [-4.578, 1.193, 1.677], [6.326, -8.203, 1.589], [4.893, -8.453, 1.132], [4.375, -7.352, 0.129], [2.945, -7.189, 0.119], [2.418, -6.227, -0.729], [4.829, -9.784, 0.581], [6.438, -8.837, 2.469], [6.455, -7.175, 1.933], [7.150, -8.396, 0.903], [4.343, -8.356, 2.070], [4.798, -7.414, -0.875], [4.810, -6.451, 0.569], [2.877, -6.294, -1.719], [2.634, -5.181, -0.499], [1.341, -6.341, -0.849], [4.990, -10.400, 1.366], [3.952, -10.020, 0.139], [1.027, -0.938, 3.478], [0.078, -0.849, 3.587], [1.258, -1.709, 3.999], [6.223, 0.697, -1.205], [5.342, 1.050, -1.054], [6.771, 1.470, -1.346], [3.839, 2.267, -0.318], [4.136, 3.177, -0.272], [3.440, 2.094, 0.549], [-2.597, -1.426, 0.929], [-2.990, -1.921, 0.206], [-2.188, -0.665, 0.509], [3.416, -2.560, -2.198], [3.464, -1.954, -2.939], [3.052, -2.034, -1.478]], "lowdin_charge": [-0.070, -0.469, -0.127, -0.231, -0.100, 0.058, 0.092, 0.088, 0.079, 0.099, 0.121, 0.126, 0.081, 0.090, 0.088, 0.071, 0.057, -0.020, -0.397, -0.156, -0.204, -0.093, 0.049, 0.052, 0.071, 0.057, 0.130, 0.117, 0.110, 0.067, 0.071, 0.073, 0.064, 0.061, -0.055, -0.409, -0.215, -0.189, -0.092, 0.048, 0.073, 0.066, 0.089, 0.145, 0.127, 0.127, 0.088, 0.092, 0.087, 0.092, 0.077, -0.049, -0.454, -0.177, -0.195, -0.084, 0.041, 0.065, 0.076, 0.079, 0.091, 0.112, 0.123, 0.082, 0.083, 0.059, 0.069, 0.071, -0.039, -0.376, -0.213, -0.196, -0.122, 0.043, 0.072, 0.046, 0.067, 0.124, 0.121, 0.116, 0.086, 0.086, 0.085, 0.048, 0.068, -0.079, -0.386, -0.144, -0.176, -0.136, 0.043, 0.076, 0.070, 0.040, 0.128, 0.090, 0.092, 0.072, 0.081, 0.087, 0.064, 0.018, -0.052, -0.472, -0.222, -0.207, -0.074, 0.054, 0.078, 0.085, 0.085, 0.126, 0.112, 0.129, 0.080, 0.087, 0.068, 0.056, 0.071, -0.042, -0.425, -0.186, -0.149, -0.127, 0.022, 0.075, 0.074, 0.066, 0.118, 0.100, 0.114, 0.088, 0.084, 0.077, 0.037, 0.039, -0.073, -0.434, -0.156, -0.184, -0.133, 0.031, 0.076, 0.060, 0.082, 0.132, 0.129, 0.082, 0.085, 0.066, 0.090, 0.070, 0.074, -0.057, 0.037, 0.045, -0.064, -0.022, 0.025, -0.086, 0.047, -0.031, -0.047, 0.056, 0.009, -0.072, 0.028, -0.037]}

No. 2
{"formula": "C4H13N2O2", "method": "ωB97M-V/def2-TZVPD", "energy_ev": -11422.40956, "charge": 1, "orbital_gap_ev": 3.7, "symbols": ["O", "C", "C", "C", "C", "N", "N", "H", "H", "H", "H", "H", "H", "H", "H", "H", "H", "H", "H", "H", "O"], "coordinates": [[-0.816, 0.210, -0.305], [-0.411, -0.606, 0.617], [0.778, -1.261, 0.739], [1.794, -1.592, -0.334], [2.385, -0.326, -1.179], [2.911, 0.551, -0.194], [-5.129, 0.104, -0.123], [-1.116, -0.728, 1.431], [1.029, -1.634, 1.714], [2.572, -2.146, 0.164], [1.253, -2.307, -1.161], [3.298, -0.633, -1.728], [1.395, 0.062, -1.594], [2.260, 1.046, 0.412], [3.650, 1.205, -0.545], [-5.640, -0.423, -0.823], [-5.716, 0.448, 0.616], [-4.730, 0.895, -0.634], [-0.296, 1.739, 0.672], [0.116, 3.151, 1.169], [0.415, 2.245, 1.084]], "lowdin_charge": [0.076, -0.161, 0.114, -0.066, -0.173, 0.058, -0.003, 0.147, 0.145, 0.105, 0.223, 0.145, 0.143, 0.074, 0.139, 0.006, -0.002, 0.007, -0.004, 0.061, -0.037]}

No. 3
{"formula": "C2H7N3O", "method": "ωB97M-V/def2-TZVPD", "energy_ev": -8700.19369, "charge": 0, "orbital_gap_ev": 9.0, "symbols": ["C", "C", "H", "H", "H", "H", "H", "H", "H", "N", "N", "N", "O"], "coordinates": [[-0.846, -0.903, -0.446], [0.795, 0.448, 0.474], [-0.641, -1.546, 0.422], [-1.181, -1.573, -1.342], [-1.705, -0.220, -0.055], [-0.488, 1.393, -1.877], [0.005, 0.011, -2.689], [1.346, 1.338, 0.200], [0.812, -0.284, 3.481], [0.311, -0.089, -0.688], [0.346, 0.706, -1.842], [0.352, -0.016, 1.639], [0.896, 0.735, 2.723]], "lowdin_charge": [-0.123, -0.175, 0.062, 0.109, 0.112, 0.100, 0.146, 0.129, 0.261, -0.325, 0.004, -0.097, -0.203]}

No. 4
{"formula": "C3H3BrO", "method": "ωB97M-V/def2-TZVPD", "energy_ev": -75244.54568, "charge": 0, "orbital_gap_ev": 9.4, "symbols": ["C", "C", "C", "O", "Br", "H", "H", "H"], "coordinates": [[-1.278, -0.378, 0.054], [-0.187, -0.875, -0.055], [1.461, 2.539, -0.969], [1.647, 1.303, -0.794], [-0.013, 3.296, -0.156], [-2.182, 0.083, 0.266], [0.828, -1.318, 0.005], [0.948, 0.646, -0.356]], "lowdin_charge": [0.040, -0.016, -0.665, -0.137, 0.621, 0.023, 0.076, 0.058]}